167
Properties=species:S:1:pos:R:3 method="wB97M-V/def2-TZVPD" s_squared=0.76 e_homo_ev="-9.6 / -9.6" largest_force_ev_per_a=4.2 charge=+1 multiplicity=2 e_tot_ev=-187376.893
O -1.30 -6.11 6.56
P -2.03 -5.24 5.58
N -3.07 -6.03 4.39
C -3.41 -5.30 3.13
C -3.23 -7.48 4.42
N -0.92 -4.25 4.79
C 0.45 -4.65 4.56
C -1.37 -3.05 4.06
N -3.15 -4.30 6.35
C -4.45 -4.83 6.92
C -2.71 -3.23 7.16
H -4.33 -5.73 2.72
H -2.63 -5.46 2.39
H -3.66 -4.26 3.32
H -2.37 -8.01 4.02
H -4.17 -7.76 3.94
H -3.33 -7.81 5.46
H 0.98 -4.67 5.51
H 0.54 -5.58 4.00
H 1.13 -3.95 4.09
H -1.59 -3.29 3.03
H -2.15 -2.55 4.63
H -0.50 -2.39 3.96
H -4.17 -5.38 7.82
H -5.24 -4.11 7.13
H -4.89 -5.47 6.16
H -1.83 -3.58 7.70
H -3.35 -3.10 8.04
H -2.41 -2.32 6.63
O 0.13 4.94 -2.27
P 1.46 4.79 -2.92
N 1.78 6.07 -3.90
C 0.90 7.19 -3.79
C 2.84 6.14 -4.87
N 1.76 3.39 -3.82
C 0.82 2.90 -4.82
C 3.09 2.77 -4.00
N 2.69 4.82 -1.69
C 2.54 4.14 -0.46
C 3.94 5.52 -1.78
H 0.42 7.25 -2.81
H 0.12 7.03 -4.54
H 1.42 8.13 -3.97
H 3.09 7.18 -5.08
H 2.65 5.46 -5.71
H 3.77 5.82 -4.41
H -0.19 3.28 -4.64
H 1.10 3.00 -5.87
H 0.77 1.82 -4.64
H 3.63 3.08 -4.90
H 3.73 3.19 -3.22
H 2.89 1.70 -3.87
H 2.16 4.96 0.16
H 1.69 3.45 -0.44
H 3.43 3.80 0.06
H 3.66 6.47 -2.24
H 4.71 5.06 -2.41
H 4.25 6.08 -0.90
O 0.12 -0.96 -1.99
P 0.19 -0.73 -0.53
N -0.23 -2.15 0.34
C 0.81 -3.09 0.79
C -1.52 -2.77 0.01
N -0.84 0.46 0.14
C -1.49 0.36 1.42
C -0.97 1.71 -0.65
N 1.77 -0.22 0.13
C 1.85 0.50 1.43
C 2.97 -0.69 -0.43
H 0.48 -3.78 1.57
H 1.49 -2.46 1.36
H 1.43 -3.46 -0.02
H -2.29 -2.00 0.05
H -1.74 -3.37 0.89
H -1.54 -3.39 -0.89
H -0.92 -0.41 1.94
H -1.48 1.29 1.99
H -2.44 -0.14 1.26
H 0.03 2.14 -0.69
H -1.38 1.51 -1.64
H -1.50 2.56 -0.23
H 2.43 0.06 2.25
H 2.21 1.50 1.21
H 0.86 0.59 1.88
H 3.72 -0.26 0.24
H 3.00 -0.48 -1.50
H 3.18 -1.75 -0.34
C 4.71 -2.22 -4.30
S 6.21 -1.90 -5.29
O 7.25 -2.50 -4.30
C 5.93 -3.35 -6.36
H 4.82 -1.64 -3.38
H 4.68 -3.29 -4.09
H 3.75 -2.04 -4.77
H 6.15 -3.26 -7.42
H 4.86 -3.52 -6.24
H 6.25 -4.16 -5.71
C -3.85 6.74 1.98
S -3.72 6.18 0.18
O -4.21 7.47 -0.49
C -2.01 5.75 -0.36
H -4.34 5.90 2.49
H -4.49 7.62 2.07
H -2.84 7.04 2.27
H -1.84 5.93 -1.43
H -1.97 4.68 -0.18
H -1.27 6.33 0.18
C -2.61 1.36 -4.39
S -4.08 1.06 -3.21
O -5.45 1.02 -4.04
C -3.57 -0.71 -2.90
H -1.82 1.27 -3.64
H -2.64 2.40 -4.72
H -2.62 0.66 -5.22
H -2.58 -1.00 -2.57
H -3.79 -1.31 -3.79
H -4.22 -1.10 -2.11
C 4.57 0.08 5.17
S 4.95 -1.25 6.38
O 5.02 -2.70 5.77
C 6.77 -0.96 6.65
H 4.87 1.02 5.64
H 3.55 -0.02 4.80
H 5.18 -0.15 4.30
H 7.05 -1.51 7.56
H 7.04 0.09 6.67
H 7.28 -1.47 5.84
C -0.51 3.72 3.57
S -2.30 3.61 4.00
O -2.50 2.29 4.77
C -2.58 5.02 5.15
H -0.32 3.08 2.71
H -0.01 3.18 4.37
H 0.04 4.66 3.53
H -3.38 4.73 5.83
H -2.76 5.91 4.55
H -1.82 5.36 5.86
C -6.39 1.44 -0.25
S -4.74 1.59 0.51
O -3.96 2.70 -0.24
C -5.21 2.37 2.12
H -6.35 1.69 -1.31
H -7.16 2.07 0.19
H -6.86 0.46 -0.29
H -6.10 2.97 1.93
H -4.49 3.09 2.49
H -5.41 1.66 2.92
C 0.90 -4.82 -2.72
S 2.62 -4.27 -2.98
O 3.43 -4.47 -1.66
C 2.98 -5.71 -4.16
H 0.87 -5.91 -2.67
H 0.41 -4.76 -3.70
H 0.46 -4.26 -1.90
H 3.99 -5.53 -4.53
H 2.24 -5.75 -4.96
H 2.99 -6.62 -3.55
C 0.26 -1.99 -4.76
S 0.87 -2.86 -6.27
O 0.34 -4.29 -6.22
C -0.15 -2.04 -7.51
H 0.93 -2.13 -3.91
H -0.73 -2.34 -4.48
H 0.21 -0.90 -4.87
H -0.75 -2.80 -8.02
H 0.43 -1.61 -8.32
H -0.71 -1.25 -7.01